one) DFT (wB97M-V/def2-TZVPD) results for a cluster of 2 separate species, C3H6N2O3 in total.

Geometry (Å):
C 0.95 -0.45 -1.05
O 1.48 -0.12 -2.39
N -2.74 0.63 0.88
H -1.36 1.09 2.42
C -0.17 0.44 -0.53
H 0.23 1.49 -0.61
C -1.53 0.54 1.38
H 1.02 -0.93 1.73
N -0.40 -0.11 0.69
H -3.10 -0.17 -0.20
O 0.77 0.13 1.51
H -1.06 0.55 -1.27
O 1.44 -1.22 -0.27
H 1.22 0.88 -2.74

For the HOMO energy, the calculation gives -9.724 eV. The value obtained for the HOMO-LUMO gap is 9.9 eV.

---

two) DFT (wB97M-V/def2-TZVPD) results for an isolated molecule of C3H6N2O3.

Geometry (Å):
H -0.32 -2.13 -0.75
H 0.06 -1.96 1.04
H 1.46 -0.28 -0.52
N -1.67 -0.93 0.11
C -0.41 0.93 -0.25
H -0.50 1.34 -1.33
N -1.68 0.30 -0.07
C 0.51 -0.17 0.08
H 0.87 -0.09 1.11
H -1.21 2.36 0.42
O -0.37 2.04 0.56
O -2.59 -1.70 0.13
C -0.36 -1.42 0.07
O -2.95 1.22 0.08

For the HOMO energy (alpha / beta), the calculation gives -9.348 / -9.347 eV. The value obtained for the HOMO-LUMO gap (alpha / beta) is 9.1 / 9.1 eV.

---

So which one is most stable? That would be one), about 0.841 eV below the next structure.

---

one) DFT (wB97M-V/def2-TZVPD) results for an isolated molecule of C3H6N2O3.

Geometry (Å):
H -2.74 0.72 -0.80
O 0.86 1.58 0.78
H -1.63 -0.80 -1.23
C 0.85 1.34 -0.40
H 0.98 2.11 -1.17
C 0.57 -0.85 -0.04
C -2.20 -0.20 -0.52
N 1.48 -1.71 -0.16
O 0.69 0.21 -1.01
H -3.03 -0.97 -0.17
N -0.41 -0.67 0.84
O -1.28 0.34 0.46
H -0.20 -0.86 1.80
H 1.64 -2.34 0.63

For the HOMO energy, the calculation gives -9.613 eV. Its SMILES is [H]/N=C(\NOC)OC=O. The value obtained for the HOMO-LUMO gap is 10.5 eV.

---

two) DFT (wB97M-V/def2-TZVPD) results for a cluster of 2 separate species, C3H6N2O3 in total.

Geometry (Å):
H -0.55 -1.63 -1.60
H 0.26 2.09 -0.90
N -2.31 0.51 0.43
O -2.74 -0.53 0.76
H 0.34 -2.23 -0.18
O 0.86 1.64 1.33
C -0.18 -0.07 -0.16
H 1.20 1.38 2.23
O 2.05 -0.12 0.69
C -0.37 -1.48 -0.51
H 1.18 0.62 -1.65
C 0.58 0.96 -0.85
H -1.32 -1.76 -0.07
N 1.00 0.61 0.48

For the HOMO energy (alpha / beta), the calculation gives -8.137 / -8.358 eV. The value obtained for the HOMO-LUMO gap (alpha / beta) is 7.5 / 7.5 eV.

---

So which one is most stable? That would be one), about 5.925 eV below the next structure.